Entry 1:
{
  "formula": "C16H48BIO7P",
  "method": "ωB97M-V with the def2-TZVPD basis set",
  "e_tot_ha": -1828.9873,
  "orbital_gap_ev": 7.32,
  "fmax_ev_per_a": 0.870,
  "total_charge": -1,
  "symbols": ["C", "B", "C", "C", "C", "I", "P", "O", "H", "H", "H", "H", "H", "H", "H", "H", "H", "H", "H", "H", "C", "C", "O", "H", "H", "H", "H", "H", "H", "C", "C", "O", "H", "H", "H", "H", "H", "H", "C", "C", "O", "H", "H", "H", "H", "H", "H", "C", "C", "O", "H", "H", "H", "H", "H", "H", "C", "C", "O", "H", "H", "H", "H", "H", "H", "C", "C", "O", "H", "H", "H", "H", "H", "H"],
  "positions_angstrom": [[-1.68018, 1.74157, -1.95572], [-1.11844, 0.98659, -0.60318], [0.38974, 0.35354, -0.79682], [0.50300, -0.67841, -1.91139], [0.97178, -0.11881, -3.23681], [1.81359, -2.34017, -1.37680], [-2.40793, -0.37342, -0.05672], [-3.02537, -0.32514, 1.31643], [-2.69468, 2.12008, -1.80279], [-1.02663, 2.56717, -2.23090], [-1.74090, 1.03401, -2.79054], [-1.07357, 1.76368, 0.33861], [0.74173, -0.05802, 0.15044], [1.08040, 1.17073, -1.03725], [-0.45466, -1.17100, -2.06673], [0.91003, -0.88212, -4.01145], [2.00202, 0.22597, -3.19570], [0.30103, 0.68777, -3.53208], [-3.43731, -0.44399, -1.04071], [-1.81083, -1.66042, -0.25619], [0.56208, 6.66651, -2.70557], [0.44215, 5.15376, -2.64081], [-0.51235, 4.64411, -3.56124], [-0.40640, 7.13033, -2.51562], [1.27696, 7.03449, -1.96761], [0.89970, 6.98719, -3.69503], [0.09431, 4.83754, -1.65866], [1.41898, 4.68773, -2.81327], [-0.23342, 4.87759, -4.45061], [-2.10118, -1.42645, 4.32522], [-0.82604, -2.17780, 4.00843], [-1.02846, -3.14183, 2.98004], [-2.88532, -2.12163, 4.63454], [-1.95139, -0.69235, 5.12047], [-2.44722, -0.90914, 3.42831], [-0.46337, -2.72797, 4.88006], [-0.04133, -1.47632, 3.69954], [-1.34877, -2.66030, 2.20759], [2.60122, -1.81352, 6.15219], [2.89714, -1.10738, 4.84082], [4.29261, -0.83507, 4.69970], [2.93880, -1.20350, 6.99122], [1.53456, -2.00991, 6.26523], [3.12988, -2.76924, 6.19894], [2.39053, -0.14534, 4.79831], [2.54815, -1.70861, 3.99646], [4.75318, -1.67794, 4.70415], [-5.39975, -2.34107, 7.32064], [-4.00028, -1.87835, 7.68245], [-3.81472, -0.49274, 7.41219], [-5.59478, -2.14926, 6.26572], [-5.52401, -3.40833, 7.51184], [-6.14894, -1.80072, 7.90552], [-3.26224, -2.40654, 7.08159], [-3.78875, -2.07792, 8.73984], [-4.45756, -0.00653, 7.93516], [-2.17714, -1.93999, -7.27277], [-1.30495, -2.33236, -6.09280], [-1.42869, -1.43298, -5.00334], [-1.93129, -0.93079, -7.60436], [-2.03975, -2.62803, -8.10914], [-3.23314, -1.95202, -6.99255], [-0.25211, -2.30757, -6.37310], [-1.53906, -3.35366, -5.77058], [-2.34248, -1.43910, -4.70304], [6.53507, 0.98726, -4.77958], [5.33476, 1.36975, -3.93082], [4.60149, 0.24142, -3.48462], [6.21627, 0.39859, -5.64023], [7.06313, 1.87346, -5.13662], [7.23846, 0.38254, -4.20213], [4.63088, 1.96285, -4.51392], [5.65393, 1.97736, -3.07589], [5.17056, -0.30512, -2.93537]]
}


Entry 2:
{
  "formula": "C5H10",
  "method": "ωB97M-V with the def2-TZVPD basis set",
  "de_lowest_kj_mol": 226.1,
  "e_tot_ha": -196.4223,
  "orbital_gap_ev": 11.65,
  "fmax_ev_per_a": 4.382,
  "symbols": ["C", "C", "C", "C", "C", "H", "H", "H", "H", "H", "H", "H", "H", "H", "H"],
  "positions_angstrom": [[-0.91427, -0.55508, 1.57219], [-1.16524, 0.36834, 0.38979], [-0.11175, 0.09056, -0.97275], [1.25100, -0.51303, -0.76678], [1.13233, 0.94475, -1.13160], [-0.19189, -0.17084, 2.30006], [-1.68596, -1.07082, 2.17530], [-0.30727, -1.49793, 1.03704], [-2.17585, 0.20667, -0.01158], [-0.98508, 1.41801, 0.66088], [-0.74554, -0.15522, -1.82748], [1.73858, -1.29411, -1.38041], [1.44872, -0.66293, 0.39476], [1.27177, 1.63298, -0.29805], [1.52389, 1.27609, -2.09693]]
}


Entry 3:
{
  "formula": "C15H20Fe2O13",
  "method": "ωB97M-V with the def2-TZVPD basis set",
  "e_tot_ha": -4088.5025,
  "spin_multiplicity": 9,
  "orbital_gap_ev": [5.06, 4.70],
  "fmax_ev_per_a": 4.284,
  "total_charge": 2,
  "symbols": ["Fe", "Fe", "C", "C", "C", "O", "C", "C", "C", "O", "O", "O", "H", "H", "C", "O", "C", "O", "O", "C", "H", "H", "H", "H", "H", "H", "C", "O", "C", "O", "O", "C", "H", "H", "H", "H", "H", "H", "C", "O", "C", "O", "O", "C", "H", "H", "H", "H", "H", "H"],
  "positions_angstrom": [[6.15732, -3.01328, -7.80922], [10.00076, -9.47958, -3.97055], [6.36530, -8.30263, -5.58522], [5.99574, -7.06317, -6.11897], [7.01244, -5.95207, -6.15683], [6.72239, -4.95820, -6.82089], [8.27593, -6.12695, -5.57074], [8.59909, -7.32167, -4.97229], [7.56496, -8.46975, -4.92914], [8.02554, -9.58039, -4.54230], [9.75818, -7.58682, -4.49408], [4.87701, -6.91665, -6.61477], [5.69674, -9.15079, -5.53413], [9.01100, -5.33734, -5.58764], [6.22547, 0.53257, -6.44227], [7.19654, 0.08310, -5.53628], [7.74304, -1.08255, -5.74166], [7.50148, -1.83164, -6.68823], [8.58075, -1.34889, -4.79119], [9.33269, -2.55861, -4.77484], [5.36641, -0.14736, -6.52215], [6.62127, 0.63129, -7.45327], [5.77949, 1.47348, -6.14180], [10.12449, -2.45485, -4.04709], [9.76397, -2.82297, -5.74440], [8.65827, -3.38586, -4.53520], [11.28380, -10.06877, -0.25766], [10.33778, -9.01995, 0.04218], [9.57693, -8.60461, -0.91973], [9.45087, -9.13914, -2.03624], [9.02042, -7.48774, -0.55994], [7.95550, -6.92164, -1.36034], [11.59650, -10.43789, 0.71238], [12.17902, -9.64688, -0.71588], [10.80070, -10.82887, -0.86061], [8.29375, -6.54733, -2.32240], [7.61308, -6.11420, -0.72515], [7.18388, -7.67463, -1.50751], [8.09367, -1.72750, -11.17180], [9.07919, -2.74683, -10.89669], [8.84112, -3.54163, -9.90273], [7.82668, -3.54780, -9.19624], [9.80691, -4.40374, -9.82588], [9.99088, -5.09953, -8.59151], [8.60370, -1.04149, -11.83414], [7.84197, -1.20151, -10.25272], [7.23937, -2.21866, -11.62534], [10.80713, -5.79241, -8.73339], [9.09308, -5.69409, -8.37413], [10.08257, -4.40315, -7.75900]]
}


Entry 4:
{
  "formula": "C43H32BiCl4N4O6Sb2",
  "method": "ωB97M-V with the def2-TZVPD basis set",
  "de_lowest_kj_mol": 0.0,
  "e_tot_ha": -4864.1510,
  "orbital_gap_ev": 7.86,
  "fmax_ev_per_a": 0.207,
  "total_charge": -1,
  "symbols": ["Bi", "Cl", "C", "C", "C", "Cl", "C", "O", "C", "C", "O", "C", "H", "H", "H", "Cl", "C", "C", "C", "Cl", "C", "O", "C", "C", "O", "C", "H", "H", "H", "C", "C", "C", "Sb", "C", "C", "C", "C", "C", "C", "C", "C", "C", "C", "C", "C", "Sb", "C", "C", "C", "C", "C", "C", "C", "C", "C", "C", "C", "C", "H", "H", "H", "H", "H", "H", "H", "H", "H", "H", "H", "H", "H", "H", "H", "H", "H", "H", "H", "H", "H", "H", "H", "H", "H", "H", "O", "N", "O", "N", "C", "N", "C", "N"],
  "positions_angstrom": [[0.07497, -0.30692, -0.79319], [6.05632, -1.26837, -4.97818], [4.44987, -1.21831, -4.30850], [3.47995, -0.43320, -4.92398], [2.20745, -0.38088, -4.40220], [1.00967, 0.59423, -5.18011], [1.84111, -1.09728, -3.23945], [0.62105, -1.02944, -2.78324], [2.84991, -1.89716, -2.65151], [2.59933, -2.72654, -1.47444], [1.58599, -2.76246, -0.80464], [4.13994, -1.94785, -3.18880], [3.72126, 0.14034, -5.80793], [3.45384, -3.37476, -1.19744], [4.89380, -2.55809, -2.70702], [-4.10543, 5.26933, -3.72350], [-3.47732, 3.82527, -2.97251], [-4.29131, 2.71128, -2.85032], [-3.78548, 1.57257, -2.25735], [-4.80241, 0.17266, -2.09450], [-2.46909, 1.49347, -1.76092], [-2.04479, 0.40847, -1.17258], [-1.67730, 2.65125, -1.91162], [-0.24970, 2.63605, -1.42118], [0.49041, 1.56653, -1.71810], [-2.17724, 3.79830, -2.50750], [-5.30931, 2.72789, -3.21294], [0.25249, 3.57556, -1.67258], [-1.54734, 4.67331, -2.60614], [-0.51222, -1.47848, 4.53968], [-0.92287, -2.96059, 4.49430], [-2.41558, -3.23009, 4.68095], [-3.85891, -2.66071, 3.15142], [-3.58649, -0.53643, 3.29352], [-2.97937, 0.28888, 2.35163], [-2.87385, 1.65687, 2.57945], [-3.36270, 2.21320, 3.75181], [-3.97706, 1.40115, 4.69549], [-4.09786, 0.03997, 4.45712], [-2.73336, -3.07515, 1.38317], [-1.83120, -4.14012, 1.34378], [-1.17560, -4.47491, 0.16846], [-1.43482, -3.76878, -0.99879], [-2.35476, -2.73112, -0.98331], [-2.99428, -2.38247, 0.20267], [0.62678, -0.98029, 2.78173], [2.25189, -2.29311, 3.24042], [2.51563, -3.36625, 2.39240], [3.53909, -4.26086, 2.68526], [4.31119, -4.08622, 3.82374], [4.05928, -3.01544, 4.67201], [3.03418, -2.12673, 4.38138], [1.49512, 0.81440, 3.53854], [0.67807, 1.73716, 4.18973], [1.18920, 2.95865, 4.60654], [2.52060, 3.27332, 4.37006], [3.34291, 2.36416, 3.71941], [2.82880, 1.14079, 3.30982], [0.09863, -1.26065, 5.41659], [-1.37780, -0.81836, 4.57034], [-0.37600, -3.49793, 5.27573], [-0.59314, -3.42762, 3.56110], [-2.78554, -2.72386, 5.57841], [-2.58700, -4.29802, 4.84032], [-2.57750, -0.11602, 1.42937], [-2.39389, 2.29104, 1.84714], [-3.26532, 3.27750, 3.92540], [-4.36671, 1.82665, 5.61230], [-4.59386, -0.57895, 5.19974], [-1.62737, -4.71867, 2.23795], [-0.45566, -5.28399, 0.16455], [-0.91113, -4.01536, -1.91329], [-2.57047, -2.16840, -1.88293], [-3.69902, -1.55766, 0.18136], [1.93084, -3.49610, 1.48799], [3.73713, -5.09085, 2.01739], [5.11443, -4.77751, 4.04718], [4.66688, -2.86900, 5.55664], [2.85326, -1.28556, 5.04216], [-0.37086, 1.51800, 4.36063], [0.54182, 3.67033, 5.10513], [2.91607, 4.23108, 4.68544], [4.37939, 2.59511, 3.50698], [3.48663, 0.43964, 2.80886], [-0.64539, 3.84107, 0.63666], [-0.35874, 2.77253, 0.16152], [-0.18830, 1.75205, 0.81914], [5.94320, 1.92146, 1.50390], [5.33804, 1.22660, 0.80188], [4.73510, 0.38784, -0.02314], [3.46576, 0.24883, -0.01486], [2.32047, 0.01068, -0.03314]]
}